Record 1
ORCA calculation (wB97M-V/def2-TZVPD) on a single C20H20ClN3O5S2 molecule.

Positions of all 51 atoms, in Å:
O1 -1.33414 -3.29298 -1.86928
C1 -1.00317 -2.17402 -1.53415
N1 0.12977 -1.87654 -0.88339
H1 0.25930 -0.95757 -0.47722
C2 1.05934 -2.88889 -0.40920
C3 1.59716 -2.48583 0.92011
C4 1.15365 -2.70950 2.18930
C5 2.02802 -1.99883 3.04661
C6 2.93243 -1.39228 2.23491
O2 2.68364 -1.67942 0.94602
H2 3.77145 -0.75843 2.44193
H3 1.98290 -1.94588 4.11452
H4 0.31384 -3.30814 2.47629
H5 1.88581 -2.98390 -1.12391
H6 0.52584 -3.84179 -0.35292
C7 -1.84459 -0.94078 -1.90391
N2 -1.89465 0.07218 -0.86928
C8 -1.06927 1.12761 -0.96601
O3 -0.25834 1.22868 -1.88012
C9 -1.12497 2.26128 0.05747
N3 0.22989 2.72150 0.30712
S1 1.12219 1.51504 1.10015
O4 0.40730 0.27106 0.93167
O5 1.34983 1.93754 2.44544
C10 2.68380 1.42144 0.23830
C11 3.83238 1.78450 0.91601
C12 5.06083 1.65632 0.29269
C13 5.11268 1.15737 -1.00283
C14 3.95592 0.79692 -1.68177
C15 2.73022 0.93012 -1.05319
H7 1.81812 0.66789 -1.56757
H8 4.01651 0.41379 -2.68788
Cl1 6.63851 0.98538 -1.78017
H9 5.97032 1.93256 0.80236
H10 3.74131 2.15602 1.92438
H11 0.67715 2.93785 -0.57665
H12 -1.55043 1.97483 1.01510
H13 -1.70287 3.09006 -0.36032
C16 -2.75822 -0.23317 0.25994
C17 -4.13775 0.30592 0.06130
C18 -5.23137 -0.36432 -0.39401
C19 -6.37711 0.45478 -0.51076
C20 -6.13538 1.73858 -0.14841
S2 -4.50547 1.97736 0.34548
H14 -6.81286 2.56886 -0.13721
H15 -7.33334 0.09906 -0.84881
H16 -5.22478 -1.41392 -0.62880
H17 -2.30654 0.14484 1.17897
H18 -2.81075 -1.32268 0.34045
H19 -2.85841 -1.26910 -2.14411
H20 -1.39571 -0.49133 -2.79468

Results
calculated total energy	-2571.1727	Ha
total charge	0
SMILES string	O=C(CN(Cc1cccs1)C(=O)CNS(=O)(=O)c1ccc(Cl)cc1)NCc1ccco1
HOMO-LUMO gap	8.73	eV

Record 2
ORCA calculation (wB97M-V/def2-TZVPD) on 4 unconnected molecules or ions with the total composition C2H12N2O3 at a distorted geometry.

Positions of all 19 atoms, in Å:
C1 1.55492 0.26255 -0.86868
C2 1.32011 -0.27184 0.33738
N1 2.07374 -1.31047 0.90421
N2 1.01852 1.48019 -1.26943
H1 2.25688 -0.20975 -1.54354
H2 0.51716 0.24480 0.85420
H3 3.04156 -1.06111 1.08267
H4 1.72880 -1.56237 1.81954
H5 0.42456 1.91490 -0.57524
H6 0.56412 1.51307 -2.17384
H7 -1.40028 2.36180 2.06328
H8 -1.80667 1.33323 0.99821
O1 -1.03138 1.69533 1.46669
H9 -0.71917 -2.27638 -1.95460
H10 -0.15520 -1.11633 -1.08260
O2 -0.95289 -1.66869 -1.24422
H11 -3.15542 -0.57733 1.10342
H12 -2.38988 -0.67962 -0.24153
O3 -2.88948 -0.07201 0.32408

Results
calculated total energy	-418.6149	Ha
total charge	0
SMILES string	N/C=C/N.O.O.O
HOMO-LUMO gap	8.35	eV

Record 3
ORCA calculation (wB97M-V/def2-TZVPD) on a single C23H22FN5OS molecule at a distorted geometry.

Positions of all 53 atoms, in Å:
C1 -4.51901 -2.32793 0.86681
C2 -4.99478 -0.91107 0.86413
C3 -6.06274 -0.52989 1.66885
C4 -6.48932 0.78273 1.73809
C5 -5.83363 1.75853 1.00595
C6 -4.77891 1.40311 0.18951
C7 -4.37346 0.07518 0.09360
N1 -3.28740 -0.20707 -0.76151
C8 -3.24132 -1.16425 -1.70817
O1 -4.12095 -1.95482 -1.97063
C9 -1.92739 -1.16101 -2.49345
H1 -1.99403 -1.90052 -3.29065
H2 -1.71098 -0.17416 -2.90077
S1 -0.48184 -1.65929 -1.49693
C10 -0.06255 -0.13160 -0.79167
N2 -0.75042 0.98019 -0.85075
N3 -0.06417 1.92308 -0.17966
C11 1.01933 1.38688 0.29409
N4 1.08118 0.06012 -0.06815
C12 2.10465 -0.87324 0.19770
C13 2.32240 -1.30245 1.50055
C14 3.34684 -2.18939 1.76698
C15 4.13464 -2.63239 0.71909
C16 3.91849 -2.22781 -0.58604
C17 2.89100 -1.34297 -0.84659
H3 2.70178 -1.01110 -1.85566
H4 4.55082 -2.59896 -1.37594
F1 5.13914 -3.48779 0.97774
H5 3.54157 -2.53580 2.76917
H6 1.69292 -0.93925 2.29846
C18 2.08970 2.08327 1.05465
C19 3.44334 1.72554 0.53189
C20 4.49523 1.12216 1.17587
C21 5.52558 0.95609 0.23396
C22 5.06661 1.46249 -0.95051
N5 3.80458 1.93342 -0.76823
C23 2.99433 2.53733 -1.78743
H7 2.26950 1.82718 -2.19719
H8 3.63450 2.88073 -2.59886
H9 2.44384 3.38877 -1.38633
H10 5.54753 1.53030 -1.90639
H11 6.48664 0.51689 0.41065
H12 4.52083 0.83587 2.20875
H13 2.04171 1.80021 2.10882
H14 1.89260 3.15653 0.98494
H15 -2.54179 0.49417 -0.77941
H16 -4.25688 2.15169 -0.38902
H17 -6.14497 2.79044 1.06755
H18 -7.32177 1.04728 2.37293
H19 -6.55984 -1.28387 2.26237
H20 -4.94695 -2.87414 1.70370
H21 -4.80426 -2.82232 -0.06179
H22 -3.43190 -2.36711 0.93485

Results
calculated total energy	-1736.7559	Ha
total charge	0
SMILES string	Cc1ccccc1NC(=O)CSc1nnc(Cc2cccn2C)n1-c1ccc(F)cc1
HOMO-LUMO gap	8.85	eV

Record 4
ORCA calculation (wB97M-V/def2-TZVPD) on a molecular structure, C24H34MgN3O5Sb.

Positions of all 68 atoms, in Å:
Mg1 -0.58338 0.18333 0.28516
N1 0.14865 -0.29669 2.31928
C1 0.94713 0.86573 2.79683
C2 1.52577 1.70516 1.63754
O1 2.57554 2.31844 1.84453
N2 0.77572 1.64425 0.54822
C3 1.31028 2.08809 -0.72413
C4 0.77578 1.20589 -1.87923
O2 0.98747 1.55786 -3.02777
O3 0.12853 0.13041 -1.53126
H1 0.77770 -1.08032 2.16593
H2 -0.50506 -0.60541 3.03131
H3 0.29736 1.50633 3.39454
H4 1.77643 0.56000 3.43382
H5 1.04624 3.12264 -0.96661
H6 2.40314 2.04234 -0.73739
C5 -5.49497 2.76858 -0.01512
O4 -4.39152 3.00877 0.84813
C6 -4.14787 2.11348 1.82282
C7 -5.05498 1.14755 2.24637
C8 -4.75042 0.32054 3.31608
C9 -3.54703 0.45563 3.99011
C10 -2.63272 1.40217 3.55617
C11 -2.90448 2.20234 2.45783
N3 -1.92302 3.15078 2.06257
C12 -1.51980 3.60170 0.88296
C13 -1.85559 3.25885 -0.43014
C14 -1.58912 4.24423 -1.42318
C15 -1.94087 4.04631 -2.72176
C16 -2.55172 2.82427 -3.08235
C17 -2.77342 1.83183 -2.17016
C18 -2.37488 1.98217 -0.81746
O5 -2.39574 0.99185 0.00407
H7 -5.41262 3.50107 -0.81279
H8 -6.44242 2.90230 0.51111
H9 -5.43899 1.76270 -0.43774
H10 -6.00684 1.04701 1.74587
H11 -5.47134 -0.42165 3.63254
H12 -3.31978 -0.16550 4.84567
H13 -1.68660 1.52043 4.07051
H14 -1.42338 3.55236 2.84248
H15 -0.82914 4.43282 0.98755
H16 -1.11536 5.17045 -1.11826
H17 -1.73595 4.79537 -3.47252
H18 -2.81338 2.65403 -4.11941
H19 -3.17763 0.87379 -2.46898
C19 -3.17128 -5.26835 -0.43039
C20 -1.90336 -4.46438 -0.16180
Sb1 -2.03674 -2.33024 -0.43641
C21 -1.93525 -2.17506 -2.57572
C22 -2.34000 -3.39641 -3.39068
C23 -4.13726 -2.01846 -0.07337
C24 -5.07660 -2.28372 -1.24419
H20 -3.01502 -6.32697 -0.21065
H21 -3.48272 -5.19276 -1.47127
H22 -4.00282 -4.92701 0.18852
H23 -1.08460 -4.79938 -0.80267
H24 -1.56770 -4.61533 0.86571
H25 -0.90811 -1.86874 -2.77303
H26 -2.54581 -1.30830 -2.83533
H27 -1.76389 -4.28085 -3.11310
H28 -2.16291 -3.21845 -4.45372
H29 -3.39667 -3.63784 -3.27118
H30 -4.19792 -0.97653 0.24571
H31 -4.40402 -2.63162 0.79134
H32 -4.80095 -1.69241 -2.11938
H33 -6.10733 -2.02447 -0.98777
H34 -5.06936 -3.33199 -1.54319

Results
calculated total energy	-1915.8268	Ha
total charge	0
HOMO-LUMO gap	7.00	eV

Record 5
ORCA calculation (wB97M-V/def2-TZVPD) on 2 unconnected molecules or ions with the total composition C3H9N3O at a distorted geometry.

Positions of all 16 atoms, in Å:
C1 -0.75610 -0.66907 0.17214
C2 3.63883 0.22557 0.06158
C3 -1.54207 0.46089 -0.22473
N1 1.30992 0.43072 -0.11830
N2 -0.81114 -1.71273 0.65977
N3 -3.02881 0.32239 -0.19438
O1 2.30202 -0.28305 -0.13067
H1 4.10188 0.29395 -1.04760
H2 4.15490 -0.50679 0.66212
H3 3.59819 1.38399 0.27645
H4 -1.36486 0.61552 -1.29591
H5 -1.06754 1.13295 0.56180
H6 -0.37431 -2.54395 1.20014
H7 -3.33006 0.24861 -1.19284
H8 -3.50425 1.07043 0.28935
H9 -3.32659 -0.46944 0.32107

Results
calculated total energy	-358.3082	Ha
total charge	+2
HOMO-LUMO gap (alpha / beta)	7.99 / 8.06	eV

Record 6
ORCA calculation (wB97M-V/def2-TZVPD) on a gas-phase ion, C6H2BrO2S (charge -1) at a distorted geometry.

Positions of all 12 atoms, in Å:
C1 -0.02123 -1.36670 1.79389
C2 -0.43712 -2.49196 1.32657
C3 0.00427 -0.23232 1.10730
C4 -0.54211 -0.27514 -0.27311
C5 -0.95974 -3.06070 0.32671
C6 -1.02249 -1.35008 -0.88798
O1 -1.87810 -2.74039 -2.94132
O2 -2.32355 -0.29157 -2.66665
S1 -2.33375 -1.66852 -2.08081
Br1 -1.90999 -4.44190 -0.38287
H1 0.21010 0.70728 1.48046
H2 -0.40009 0.49555 -1.04196

Results
calculated total energy	-3352.3284	Ha
total charge	-1
HOMO-LUMO gap	6.92	eV

Record 7
ORCA calculation (wB97M-V/def2-TZVPD) on 2 unconnected molecules or ions with the total composition C4H6N2O2 at a distorted geometry.

Positions of all 14 atoms, in Å:
C1 1.58579 -1.64158 2.83393
C2 0.68141 -0.34202 2.16808
C3 -1.14215 0.79872 -0.51666
C4 -0.52776 0.54926 -1.96035
H1 0.30615 -2.47612 3.11366
H2 2.45845 -2.15536 2.24547
H3 1.84131 -1.30038 4.05776
H4 -0.09692 0.10692 2.92924
H5 -1.91173 1.46698 -0.65240
H6 1.02864 -0.41984 -0.87475
N1 0.20822 -0.40971 0.92915
N2 -0.85385 0.55166 0.76536
O1 0.88528 0.31092 -1.75154
O2 -1.22157 0.63882 -2.97728

Results
calculated total energy	-415.7786	Ha
total charge	0
HOMO-LUMO gap	9.20	eV

Record 8
ORCA calculation (wB97M-V/def2-TZVPD) on 2 unconnected molecules or ions with the total composition C3H5NOS at a distorted geometry.

Positions of all 11 atoms, in Å:
C1 -0.83348 0.81706 0.05213
C2 -0.89066 1.75847 0.78292
C3 -0.70283 -0.44116 -0.65319
N1 2.15755 -0.45837 -0.08081
O1 2.46029 0.82734 -0.46874
S1 3.36272 -1.29849 0.38073
H1 1.70831 1.42631 -0.53282
H2 -0.66344 2.47718 1.51710
H3 -0.09758 -0.24196 -1.60281
H4 -0.08860 -1.23497 -0.31454
H5 -1.73493 -0.63720 -1.10020

Results
calculated total energy	-645.3034	Ha
total charge	0
SMILES string	C#CC.ON=S
HOMO-LUMO gap (alpha / beta)	8.19 / 8.19	eV

Record 9
ORCA calculation (wB97M-V/def2-TZVPD) on a molecular structure, C15H23IrN5O2S2 at a distorted geometry.

Positions of all 48 atoms, in Å:
Ir1 -0.28501 -0.49767 -0.17436
N1 -0.63403 -0.69656 2.10324
C1 -0.22256 -2.01310 2.66305
C2 0.44948 -2.81445 1.56157
C3 1.93241 -2.47089 1.41475
C4 2.31341 -2.28927 -0.03244
N2 1.76856 -0.97786 -0.49771
H1 -0.20283 0.07363 2.61174
H2 -1.63342 -0.57122 2.22286
H3 -1.09877 -2.51663 3.06742
H4 0.47045 -1.85634 3.48881
H5 -0.08176 -2.57413 0.60238
H6 0.30314 -3.88835 1.67618
H7 2.55284 -3.23540 1.88102
H8 2.14865 -1.53379 1.93886
H9 1.88512 -3.06657 -0.66635
H10 3.39239 -2.28929 -0.18435
H11 1.87019 -0.93944 -1.51046
H12 2.35607 -0.25192 -0.09324
C5 -3.20266 -2.48226 0.49433
C6 -3.32796 -1.05119 0.10047
N3 -2.33241 -0.21471 -0.12163
C7 -2.77300 1.02465 -0.53971
C8 -4.12007 1.14851 -0.59954
S1 -4.84794 -0.32484 -0.14614
C9 -1.69633 1.92248 -0.92559
C10 -1.74239 3.21338 -1.31219
S2 -0.19555 3.73256 -1.78303
C11 0.47758 2.20973 -1.43914
N4 -0.41539 1.34810 -0.97530
C12 1.92378 2.01199 -1.72962
H13 -2.16855 -2.81303 0.43237
H14 -3.78833 -3.10711 -0.17960
H15 -3.57927 -2.64797 1.50481
H16 -4.70620 1.99780 -0.90833
H17 -2.59824 3.86582 -1.35765
H18 2.12971 2.30111 -2.76009
H19 2.22234 0.98139 -1.61568
H20 2.53682 2.63244 -1.07579
O1 -2.06655 -0.73231 -3.73294
C13 -1.28123 -0.94981 -2.90020
N5 -0.47961 -1.19189 -2.02655
C14 1.96473 3.09510 3.17909
C15 1.31223 1.91041 2.55242
O2 1.38908 1.47345 1.45274
H21 2.71928 3.51891 2.51517
H22 2.39671 2.80129 4.13446
H23 1.18326 3.82578 3.39486

Results
calculated total energy	-1909.8073	Ha
spin multiplicity	2
total charge	+2
HOMO-LUMO gap (alpha / beta)	7.00 / 7.72	eV
⟨S²⟩	0.75

Record 10
ORCA calculation (wB97M-V/def2-TZVPD) on 5 unconnected molecules or ions with the total composition C7H24N6O7 at a distorted geometry.

Positions of all 44 atoms, in Å:
C1 5.71474 -4.53294 0.83478
O1 5.29248 -5.21033 -0.01001
N1 5.05887 -3.52672 1.32773
N2 6.86094 -4.59210 1.40881
H1 4.09270 -3.27873 1.16924
H2 5.40566 -3.12604 2.18755
H3 7.18825 -5.51016 1.14400
H4 7.03347 -3.97834 2.19216
C2 -1.94106 -3.26362 -4.57346
O2 -2.66391 -2.76795 -3.78602
N3 -1.95190 -3.10662 -5.87975
N4 -1.17415 -4.23409 -4.21042
H5 -1.36348 -3.71987 -6.42545
H6 -2.66276 -2.54611 -6.32766
H7 -1.43779 -4.46034 -3.26204
H8 -0.69714 -4.87976 -4.82333
C3 -0.88277 7.83610 -2.64919
O3 -0.12324 8.00464 -1.72571
N5 -2.12804 7.45022 -2.64787
N6 -0.49655 8.10950 -3.81726
H9 -2.57907 7.04113 -1.84207
H10 -2.51697 7.28683 -3.56554
H11 -1.15321 8.19028 -4.58039
H12 0.41877 8.53644 -3.81353
C4 0.17873 2.42968 0.42830
C5 1.54745 2.25892 -0.32734
O4 1.34766 1.45444 -1.46682
O5 -0.68302 1.23832 0.39200
H13 -0.46474 3.15832 -0.06480
H14 0.34287 2.61581 1.48967
H15 2.32666 1.78251 0.26760
H16 1.81801 3.25435 -0.67950
H17 0.70514 1.93063 -1.99787
H18 -0.55587 0.78626 -0.44530
C6 -2.52369 -2.78486 5.90866
C7 -3.80995 -1.99912 5.62322
O6 -3.74781 -0.61072 5.97134
O7 -1.38137 -2.43871 5.18793
H19 -2.57113 -3.86168 5.74651
H20 -2.27730 -2.53988 6.94181
H21 -4.53478 -2.30712 6.37679
H22 -4.16033 -2.15699 4.60322
H23 -3.34301 -0.08051 5.28097
H24 -1.50726 -1.85128 4.43915

Results
calculated total energy	-1136.2798	Ha
total charge	0
SMILES string	NC(N)=O.NC(N)=O.NC(N)=O.OCCO.OCCO
HOMO-LUMO gap	10.33	eV